[1]
{"formula": "C21H26BrN5STl", "method": "the ωB97M-V functional and the def2-TZVPD basis", "symbols": ["Tl", "Br", "C", "C", "C", "C", "C", "C", "N", "C", "C", "C", "C", "C", "C", "N", "H", "H", "H", "H", "H", "H", "H", "H", "H", "N", "C", "C", "C", "C", "N", "H", "H", "H", "H", "H", "H", "H", "H", "H", "H", "H", "H", "S", "C", "N", "C", "C", "C", "C", "H", "H", "H", "H", "H"], "positions_angstrom": [[-0.468, -0.452, -0.572], [-4.534, -0.116, 6.193], [-3.115, -0.234, 4.943], [-1.815, -0.512, 5.378], [-0.793, -0.629, 4.466], [-1.023, -0.401, 3.093], [-2.341, -0.163, 2.671], [-3.373, -0.080, 3.575], [-0.020, -0.440, 2.153], [1.220, -0.276, 2.411], [2.312, -0.431, 1.460], [3.615, -0.517, 1.959], [4.677, -0.635, 1.075], [4.409, -0.616, -0.285], [3.083, -0.529, -0.699], [2.064, -0.466, 0.143], [-1.609, -0.625, 6.432], [0.192, -0.892, 4.817], [-2.537, -0.053, 1.611], [-4.385, 0.093, 3.245], [1.544, 0.037, 3.405], [3.785, -0.500, 3.023], [5.690, -0.719, 1.439], [5.202, -0.672, -1.014], [2.841, -0.513, -1.751], [-0.223, -0.712, -3.284], [-0.456, -1.970, -3.981], [-1.915, -2.429, -3.960], [-2.204, -3.628, -3.044], [-2.631, -3.277, -1.625], [-1.529, -2.973, -0.715], [-0.867, 0.002, -3.621], [0.731, -0.396, -3.441], [0.205, -2.728, -3.554], [-0.156, -1.861, -5.035], [-2.191, -2.725, -4.973], [-2.557, -1.589, -3.691], [-1.343, -4.297, -3.022], [-3.022, -4.193, -3.489], [-3.195, -4.140, -1.241], [-3.318, -2.429, -1.632], [-0.785, -3.655, -0.843], [-1.848, -3.041, 0.247], [-0.783, 2.436, -1.557], [0.279, 3.673, -1.022], [0.498, 4.708, -1.868], [1.279, 5.755, -1.560], [1.917, 5.804, -0.345], [1.734, 4.750, 0.556], [0.920, 3.690, 0.223], [-0.006, 4.714, -2.752], [1.374, 6.538, -2.298], [2.521, 6.657, -0.082], [2.221, 4.778, 1.520], [0.733, 2.883, 0.916]], "total_charge": 3, "fmax_ev_per_a": 1.89, "e_tot_ev": -115193.63485, "e_homo_ev": [-16.29, -16.32], "relative_energy_ev": 1.3862}

[2]
{"formula": "C21H26Cl3N5", "method": "the ωB97M-V functional and the def2-TZVPD basis", "symbols": ["N", "C", "C", "C", "C", "H", "H", "H", "H", "H", "N", "C", "C", "C", "C", "H", "H", "H", "H", "H", "N", "C", "C", "C", "C", "H", "H", "H", "H", "H", "N", "C", "C", "C", "C", "H", "H", "H", "H", "H", "N", "C", "C", "C", "C", "H", "H", "H", "H", "H", "C", "Cl", "Cl", "Cl", "H"], "positions_angstrom": [[-0.193, -0.963, -2.982], [-1.102, -0.249, -3.722], [-2.288, -0.935, -3.687], [-2.059, -2.214, -3.033], [-0.735, -2.145, -2.553], [0.742, -0.709, -2.804], [-0.762, 0.591, -4.302], [-3.172, -0.597, -4.192], [-2.910, -2.835, -2.803], [-0.258, -2.827, -1.905], [1.483, 5.026, -3.078], [2.247, 5.446, -2.007], [1.498, 5.305, -0.852], [0.193, 4.869, -1.259], [0.240, 4.722, -2.577], [1.846, 4.947, -3.983], [3.237, 5.749, -2.208], [1.728, 5.610, 0.193], [-0.697, 4.693, -0.725], [-0.512, 4.419, -3.305], [-0.475, -3.621, 2.240], [-0.394, -2.708, 1.229], [0.902, -2.520, 0.940], [1.660, -3.378, 1.822], [0.761, -4.017, 2.648], [-1.373, -3.879, 2.721], [-1.329, -2.321, 0.805], [1.235, -1.818, 0.224], [2.773, -3.466, 1.768], [0.777, -4.642, 3.510], [-0.383, -1.419, 4.704], [-0.434, -2.107, 5.858], [-1.758, -2.272, 6.159], [-2.545, -1.650, 5.148], [-1.659, -1.045, 4.308], [0.482, -1.100, 4.290], [0.517, -2.354, 6.411], [-2.259, -2.880, 6.892], [-3.604, -1.675, 5.006], [-1.775, -0.481, 3.442], [1.890, 1.831, -1.513], [2.443, 1.409, -2.701], [2.971, 0.149, -2.495], [2.687, -0.192, -1.149], [2.041, 0.834, -0.556], [1.465, 2.713, -1.313], [2.376, 2.063, -3.533], [3.364, -0.445, -3.328], [3.063, -1.059, -0.654], [1.649, 0.959, 0.428], [-2.699, 0.596, -0.407], [-3.480, 2.095, -0.612], [-3.729, -0.428, 0.618], [-1.085, 0.827, 0.253], [-2.601, 0.101, -1.376]], "fmax_ev_per_a": 3.83, "e_tot_ev": -67214.68000, "e_homo_ev": -8.14, "relative_energy_ev": 0.0000}

[3]
{"formula": "C21H26Cl57INP", "method": "the ωB97M-V functional and the def2-TZVPD basis", "symbols": ["C", "C", "N", "P", "I", "H", "H", "H", "H", "H", "H", "H", "C", "Cl", "Cl", "Cl", "H", "C", "Cl", "Cl", "Cl", "H", "C", "Cl", "Cl", "Cl", "H", "C", "Cl", "Cl", "Cl", "H", "C", "Cl", "Cl", "Cl", "H", "C", "Cl", "Cl", "Cl", "H", "C", "Cl", "Cl", "Cl", "H", "C", "Cl", "Cl", "Cl", "H", "C", "Cl", "Cl", "Cl", "H", "C", "Cl", "Cl", "Cl", "H", "C", "Cl", "Cl", "Cl", "H", "C", "Cl", "Cl", "Cl", "H", "C", "Cl", "Cl", "Cl", "H", "C", "Cl", "Cl", "Cl", "H", "C", "Cl", "Cl", "Cl", "H", "C", "Cl", "Cl", "Cl", "H", "C", "Cl", "Cl", "Cl", "H", "C", "Cl", "Cl", "Cl", "H", "C", "Cl", "Cl", "Cl", "H"], "positions_angstrom": [[0.956, 1.117, 3.771], [1.526, 0.212, 2.656], [0.854, 0.428, 1.360], [1.807, 0.143, -0.007], [2.733, 2.395, -0.474], [0.203, 1.795, 3.340], [1.735, 1.746, 4.218], [0.459, 0.525, 4.550], [1.442, -0.842, 2.964], [2.598, 0.427, 2.521], [-0.066, -0.001, 1.328], [0.787, 0.108, -0.984], [-3.682, 2.661, 3.690], [-2.619, 1.681, 2.676], [-3.442, 2.309, 5.401], [-3.395, 4.354, 3.311], [-4.708, 2.426, 3.437], [-3.612, 4.915, -0.932], [-3.537, 4.634, -2.664], [-5.276, 5.188, -0.397], [-2.876, 3.570, -0.064], [-3.038, 5.806, -0.704], [-1.323, -2.730, 4.858], [-2.276, -1.280, 4.529], [-1.269, -3.794, 3.451], [0.302, -2.313, 5.401], [-1.819, -3.271, 5.656], [2.624, -5.311, 1.757], [2.576, -3.695, 1.061], [2.051, -5.307, 3.423], [1.680, -6.437, 0.778], [3.653, -5.649, 1.756], [-0.375, 1.616, -4.127], [0.098, 3.081, -4.974], [-1.389, 1.983, -2.732], [-1.175, 0.481, -5.218], [0.526, 1.139, -3.762], [3.966, 1.715, -6.119], [2.877, 2.239, -7.403], [5.348, 2.799, -5.998], [3.145, 1.579, -4.560], [4.336, 0.729, -6.371], [-5.890, 8.863, -0.337], [-5.797, 9.778, 1.173], [-7.190, 9.472, -1.356], [-4.349, 8.889, -1.193], [-6.111, 7.833, -0.087], [-4.950, -5.126, 6.251], [-3.268, -5.481, 5.857], [-5.348, -5.715, 7.863], [-5.259, -3.392, 6.105], [-5.579, -5.642, 5.536], [-3.255, 0.291, -1.483], [-2.665, -0.340, -3.016], [-4.528, -0.745, -0.832], [-1.936, 0.447, -0.320], [-3.671, 1.279, -1.648], [-1.895, 3.421, -8.639], [-0.342, 2.657, -8.301], [-2.919, 3.455, -7.201], [-1.669, 5.047, -9.286], [-2.403, 2.830, -9.390], [5.555, 0.612, -3.345], [5.604, 1.045, -5.053], [3.992, -0.075, -2.897], [6.858, -0.495, -2.925], [5.678, 1.518, -2.763], [-0.177, -7.099, 8.817], [0.108, -8.400, 9.971], [0.572, -7.462, 7.259], [-1.899, -6.779, 8.616], [0.288, -6.201, 9.204], [-2.172, 10.506, 2.015], [-1.329, 9.100, 1.362], [-2.152, 10.491, 3.778], [-1.483, 12.001, 1.386], [-3.203, 10.449, 1.690], [-6.220, -2.898, 11.077], [-6.384, -2.750, 9.330], [-7.798, -2.958, 11.861], [-5.257, -4.318, 11.496], [-5.698, -2.023, 11.443], [5.642, 0.236, 0.882], [5.427, 0.826, 2.529], [6.544, 1.398, -0.091], [6.441, -1.336, 0.872], [4.660, 0.123, 0.432], [5.332, -0.059, -10.494], [7.052, 0.245, -10.704], [4.932, -0.296, -8.789], [4.372, 1.248, -11.183], [5.084, -0.973, -11.020], [-4.201, -4.143, -2.263], [-4.119, -4.065, -4.022], [-5.862, -4.403, -1.720], [-3.129, -5.393, -1.633], [-3.869, -3.189, -1.872], [3.782, -10.187, 7.955], [2.211, -10.877, 7.548], [4.450, -9.291, 6.590], [3.673, -9.164, 9.387], [4.455, -11.005, 8.180], [7.831, 1.012, -14.692], [7.415, -0.667, -14.339], [6.379, 1.975, -14.959], [8.820, 1.708, -13.409], [8.413, 1.022, -15.604]], "fmax_ev_per_a": 16.28, "e_tot_ev": -754847.12923, "e_homo_ev": -8.11}

[4]
{"formula": "C21H26ClFNO2", "method": "the ωB97M-V functional and the def2-TZVPD basis", "symbols": ["C", "C", "H", "H", "O", "C", "C", "C", "C", "C", "C", "O", "C", "C", "C", "C", "C", "C", "C", "H", "H", "F", "H", "H", "H", "H", "Cl", "H", "C", "H", "H", "N", "H", "H", "C", "C", "H", "H", "C", "H", "H", "C", "H", "H", "C", "H", "H", "H", "H", "H", "H", "H"], "positions_angstrom": [[-0.533, 5.167, 2.365], [-0.351, 4.268, 1.155], [-1.011, 4.590, 0.339], [0.678, 4.295, 0.796], [-0.748, 2.939, 1.524], [-0.292, 1.858, 0.866], [-1.212, 0.813, 0.729], [-0.871, -0.375, 0.110], [0.398, -0.531, -0.432], [1.328, 0.485, -0.289], [1.018, 1.675, 0.379], [2.001, 2.610, 0.540], [2.560, 2.659, 1.866], [3.298, 1.385, 2.172], [4.639, 1.249, 1.831], [5.296, 0.048, 2.020], [4.590, -1.019, 2.549], [3.258, -0.910, 2.903], [2.616, 0.300, 2.711], [1.575, 0.400, 2.984], [2.743, -1.759, 3.322], [5.213, -2.198, 2.719], [6.335, -0.072, 1.760], [5.170, 2.089, 1.407], [3.234, 3.516, 1.842], [1.765, 2.831, 2.601], [2.912, 0.273, -0.922], [0.698, -1.446, -0.919], [-1.881, -1.478, -0.056], [-2.735, -1.333, 0.606], [-1.427, -2.447, 0.157], [-2.366, -1.487, -1.467], [-2.862, -0.606, -1.641], [-1.545, -1.497, -2.087], [-3.240, -2.639, -1.861], [-2.378, -3.861, -2.155], [-1.616, -4.050, -1.401], [-3.024, -4.737, -2.193], [-1.781, -3.581, -3.541], [-1.650, -4.505, -4.098], [-0.793, -3.123, -3.459], [-2.774, -2.632, -4.242], [-3.191, -3.087, -5.137], [-2.281, -1.712, -4.555], [-3.879, -2.345, -3.214], [-4.713, -3.031, -3.358], [-4.273, -1.332, -3.290], [-3.968, -2.793, -1.063], [-2.195, 0.966, 1.147], [0.135, 4.868, 3.169], [-0.312, 6.194, 2.089], [-1.556, 5.108, 2.724]], "total_charge": 1, "fmax_ev_per_a": 0.75, "e_tot_ev": -43017.65253, "e_homo_ev": -11.32}